Here is a structure of composition C28H58FNO4Si2 from the OMol25 dataset. Energies are from the ωB97M-V functional and the def2-TZVPD basis.

Results
**Lowest unoccupied orbital energy**: -0.055 eV
**Molecular weight**: 547.95 g/mol
**Energy relative to the best compared isomer or geometry (same formula, charge and spin)**: 0.0 kcal/mol
**Orbital gap**: 9.1 eV

Last column: Löwdin charge in e.
Cartesian coordinates (Å):
C: -7.71 3.96 9.21  -0.1125
C: -8.94 4.03 8.30  -0.2488
C: -8.88 2.93 7.21  -0.2161
C: -8.84 3.51 5.80  -0.2251
C: -7.45 4.04 5.41  -0.1964
C: -7.22 3.97 3.88  -0.1955
C: -6.20 2.89 3.47  -0.1914
C: -5.23 3.34 2.35  -0.2068
C: -5.17 2.34 1.20  -0.2195
C: -4.24 2.82 0.08  -0.2092
C: -2.77 2.50 0.39  -0.1999
C: -2.46 1.04 0.01  -0.2102
C: -1.84 0.91 -1.38  -0.2130
C: -0.54 1.70 -1.56  -0.2226
C: 0.53 0.84 -2.25  -0.2149
C: 1.76 1.63 -2.75  -0.1855
C: 3.09 1.04 -2.24  -0.1914
C: 4.24 1.10 -3.27  -0.2001
C: 4.94 -0.25 -3.37  -0.2688
C: 4.17 -1.26 -4.22  -0.2400
Si: 5.10 -2.90 -4.31  0.5842
O: 6.28 -2.90 -3.16  -0.3056
Si: 6.34 -4.17 -2.07  0.5475
C: 5.23 -3.90 -0.58  -0.2479
C: 3.80 -3.41 -0.83  -0.2439
C: 2.78 -4.42 -1.39  -0.2614
C: 3.14 -5.89 -1.26  -0.1123
C: 8.11 -4.22 -1.43  -0.2569
O: 8.33 -2.94 -0.78  -0.2562
C: 9.04 -2.03 -1.59  -0.1269
C: 5.83 -3.20 -6.07  -0.3824
O: 6.87 -2.65 -6.44  0.0752
N: 5.11 -4.11 -6.98  0.1135
C: 5.66 -5.40 -7.03  -0.5090
O: 6.68 -5.74 -7.58  0.1527
F: 4.89 -6.29 -6.35  0.0947
H: -7.53 2.92 9.47  0.0662
H: -6.85 4.30 8.65  0.0666
H: -7.81 4.55 10.11  0.0636
H: -9.83 3.86 8.89  0.0947
H: -8.99 4.99 7.81  0.0943
H: -8.00 2.31 7.35  0.0970
H: -9.75 2.29 7.30  0.1009
H: -9.57 4.31 5.69  0.1103
H: -9.13 2.73 5.10  0.1031
H: -6.72 3.41 5.90  0.0936
H: -7.35 5.06 5.75  0.1057
H: -6.93 4.93 3.47  0.0966
H: -8.15 3.71 3.40  0.1001
H: -5.65 2.53 4.33  0.0992
H: -6.74 2.03 3.08  0.1002
H: -4.24 3.41 2.80  0.1032
H: -5.52 4.32 1.98  0.1014
H: -4.76 1.41 1.59  0.1096
H: -6.18 2.15 0.84  0.1101
H: -4.53 2.34 -0.85  0.1049
H: -4.35 3.89 -0.05  0.1043
H: -2.60 2.62 1.45  0.1001
H: -2.15 3.18 -0.17  0.0979
H: -3.40 0.49 -0.01  0.1004
H: -1.82 0.55 0.74  0.1087
H: -2.56 1.16 -2.15  0.1107
H: -1.59 -0.14 -1.52  0.1012
H: -0.17 2.06 -0.60  0.1127
H: -0.70 2.57 -2.20  0.1092
H: 0.81 0.05 -1.56  0.1050
H: 0.04 0.37 -3.10  0.1072
H: 1.76 1.56 -3.83  0.0980
H: 1.68 2.67 -2.45  0.1056
H: 3.38 1.52 -1.31  0.1114
H: 2.92 -0.01 -2.01  0.0792
H: 4.98 1.81 -2.91  0.1047
H: 3.90 1.46 -4.24  0.1026
H: 5.94 -0.15 -3.79  0.1087
H: 5.05 -0.63 -2.36  0.0956
H: 3.98 -0.86 -5.22  0.0818
H: 3.20 -1.50 -3.78  0.0678
H: 4.16 -4.00 -3.99  0.0222
H: 6.09 -5.47 -2.74  0.0167
H: 5.74 -3.14 0.00  0.0818
H: 5.27 -4.80 0.03  0.0739
H: 3.84 -2.52 -1.46  0.0721
H: 3.42 -3.06 0.12  0.1025
H: 2.52 -4.18 -2.41  0.0754
H: 1.86 -4.28 -0.83  0.0974
H: 3.56 -6.13 -0.29  0.0690
H: 2.26 -6.49 -1.42  0.0709
H: 3.86 -6.19 -2.01  0.0502
H: 8.22 -4.96 -0.64  0.0853
H: 8.85 -4.36 -2.21  0.0841
H: 8.77 -2.12 -2.63  0.0759
H: 10.12 -2.18 -1.49  0.0874
H: 8.81 -1.02 -1.28  0.0867
H: 4.14 -4.19 -6.71  0.1166